(1)
Here is the molecule C3H6O2 in a non-equilibrium geometry from OMol25. Energies are from ωB97M-V/def2-TZVPD.

Positions of all 11 atoms, in Å:
1 C 0.4524 -1.2940 -1.1200
2 O 0.3566 0.1084 -0.7815
3 C -0.3922 0.1401 0.4075
4 C -0.2224 1.4841 1.0421
5 O -0.9695 -0.8094 0.8205
6 H -0.4940 -1.6531 -1.6485
7 H 1.2198 -1.5469 -1.8733
8 H 0.5428 -1.9533 -0.2603
9 H -1.3181 1.8194 1.4649
10 H 0.6783 1.5106 1.8959
11 H 0.1463 2.1941 0.0528

Output
HOMO level = -0.392 Ha
SMILES string = COC(C)=O
Total energy = -7301.917 eV
ΔE to the lowest compared entry with this formula, charge and spin = 170.0 kJ/mol
Lowest unoccupied orbital energy = 0.890 eV
Orbital gap = 11.570 eV
Largest force on an atom = 3.9 eV/A

(2)
Here is the molecule C8H9N in a non-equilibrium geometry from OMol25. Energies are from ωB97M-V/def2-TZVPD.

Positions of all 18 atoms, in Å:
1 C 2.2077 -0.8673 -0.2116
2 C 1.1007 -1.5847 -0.6524
3 C 2.1090 0.1627 0.7511
4 C 0.2939 1.3403 -0.6536
5 C -0.7448 0.5549 -0.9499
6 C -0.1117 -1.4977 0.1161
7 C 1.3019 1.2074 0.4194
8 C -2.2672 -0.4069 0.5411
9 N -0.9692 -0.5997 -0.1607
10 H 3.1270 -1.1065 -0.6989
11 H 1.1424 -2.4516 -1.3340
12 H 2.8189 0.2838 1.5359
13 H 0.3713 2.2803 -1.2245
14 H -1.5608 0.8359 -1.6354
15 H 1.1632 2.1388 1.0755
16 H -2.0644 0.6575 0.7870
17 H -3.1716 -0.7429 -0.1351
18 H -2.2504 -0.9088 1.5625

Output
HOMO level = -0.265 Ha
Total energy = -9927.039 eV
ΔE to the lowest compared entry with this formula, charge and spin = 439.4 kJ/mol
Lowest unoccupied orbital energy = 0.887 eV
Orbital gap = 8.084 eV
Largest force on an atom = 4.6 eV/A

(3)
Here is a structure of composition C20H12AlBF14NO2 from OMol25. Energies are from ωB97M-V/def2-TZVPD.

Positions of all 51 atoms, in Å:
1 Al 0.8451 -1.5726 1.1022
2 C -5.6870 -0.4789 0.4534
3 C -4.1863 -0.3400 0.4264
4 C -3.5515 0.7959 0.9155
5 C -2.1756 0.8898 0.9055
6 C -1.3671 -0.1324 0.3976
7 N 0.0339 -0.0356 0.4368
8 C 0.7076 1.0194 -0.1422
9 C 0.0262 1.9873 -0.9061
10 C 0.6677 3.0593 -1.4922
11 C 2.0372 3.2340 -1.3677
12 C 2.7592 4.3910 -2.0109
13 C 2.7267 2.2626 -0.6592
14 C 2.1230 1.1548 -0.0689
15 C 3.0115 0.1242 0.6652
16 O 2.5006 -1.1428 0.7312
17 C 3.2570 0.6375 2.1148
18 F 3.7775 1.8700 2.1626
19 F 2.0857 0.6818 2.7727
20 F 4.0713 -0.1660 2.8086
21 C 4.3938 -0.0759 -0.0438
22 F 5.0189 -1.1604 0.4122
23 F 4.2260 -0.2416 -1.3594
24 F 5.2596 0.9461 0.1253
25 C -1.9964 -1.3044 -0.0737
26 C -3.3909 -1.3678 -0.0543
27 C -1.1416 -2.4828 -0.6192
28 O 0.0062 -2.7386 0.0859
29 C -0.7757 -2.1801 -2.1047
30 F 0.1259 -1.2046 -2.1838
31 F -0.2570 -3.2506 -2.7233
32 F -1.8474 -1.7963 -2.8199
33 C -1.9208 -3.8358 -0.5719
34 F -1.1237 -4.8741 -0.8058
35 F -2.4580 -4.0254 0.6401
36 F -2.9205 -3.9174 -1.4761
37 H -6.1714 0.4962 0.5176
38 H -6.0554 -0.9803 -0.4430
39 H -6.0139 -1.0672 1.3144
40 H -4.1418 1.6129 1.3179
41 H -1.6861 1.7709 1.3015
42 H -1.0398 1.8795 -1.0432
43 H 0.0833 3.7748 -2.0637
44 H 2.0724 5.2126 -2.2211
45 H 3.5503 4.7757 -1.3645
46 H 3.2243 4.1017 -2.9572
47 H 3.7967 2.3841 -0.5698
48 H -3.8927 -2.2448 -0.4346
49 F -0.5537 -1.6790 3.8640
50 B 0.5467 -2.0350 3.1786
51 F 1.4201 -2.7316 3.9298

Output
HOMO level = -0.168 Ha
Total energy = -71850.271 eV
ΔE to the lowest compared entry with this formula, charge and spin = 0.0 kJ/mol
Charge = -1
Lowest unoccupied orbital energy = 2.821 eV
Orbital gap = 7.405 eV
Largest force on an atom = 0.4 eV/A